No. 1
71
Properties=species:S:1:pos:R:3 method="wB97M-V/def2-TZVPD" multiplicity=3 max_force_ev_per_a=1.43 charge=+1 s_squared=2.044 de_lowest_ev=0.472 gap_ev="5.53 / 6.81"
Au 0.5223 -1.1148 0.5550
C -0.6873 -0.7728 4.7141
C 0.5022 -0.7162 5.4526
C 1.6880 -0.7459 4.7753
C 1.7219 -0.8447 3.3591
N 0.5445 -0.9454 2.6727
C -0.6095 -0.8891 3.3511
N 2.9443 -0.8302 2.8425
C 3.3449 -0.8636 1.6040
N 2.5882 -0.9093 0.4682
C 3.4138 -1.0370 -0.6061
N 3.0430 -1.0317 -1.8879
C 1.8900 -0.9775 -2.3940
C 1.5658 -0.3808 -3.7182
C 0.3343 -0.8595 -4.5099
C -0.8128 -1.4494 -3.6123
C -0.2947 -1.7828 -2.2804
N 0.5928 -0.8907 -1.6506
C 4.7788 -1.0095 -0.1760
C 5.9840 -1.0242 -0.8662
C 7.1440 -0.8832 -0.1245
C 7.1092 -0.7500 1.2637
C 5.9111 -0.7476 1.9620
C 4.7429 -0.8740 1.2287
H -1.6494 -0.7339 5.1959
H 0.4758 -0.6537 6.5292
H 2.6394 -0.6929 5.2806
H -1.5121 -0.9412 2.7591
H 2.4493 -0.2171 -4.3310
H 0.4839 -1.3682 -5.4540
H -1.3369 -2.2961 -4.0511
H -0.1244 -2.8213 -2.0362
H 5.9998 -1.1382 -1.9384
H 8.0948 -0.8680 -0.6347
H 8.0389 -0.6382 1.8020
H 5.8733 -0.6314 3.0332
O -0.9498 -3.2648 0.4372
C -1.2350 -2.0977 0.4966
C -2.5690 -1.5311 0.4928
C -3.6381 -2.4327 0.6225
C -4.9379 -1.9710 0.6524
C -5.1887 -0.6080 0.5741
C -4.1419 0.2936 0.4709
C -2.8257 -0.1521 0.4236
P -1.3902 0.9723 0.2600
C -1.1413 0.7688 -1.5383
C 0.2947 0.5575 -1.8818
C 0.7256 0.8726 -3.3219
C -0.3303 0.5185 -4.3761
C -1.5942 -0.0921 -3.7559
C -2.0574 0.4613 -2.4567
C -2.2291 2.5792 0.4518
C -2.5611 2.9128 1.7652
C -3.2334 4.0888 2.0275
C -3.5523 4.9473 0.9852
C -3.1950 4.6289 -0.3162
C -2.5328 3.4454 -0.5902
H -3.4244 -3.4876 0.6963
H -5.7562 -2.6688 0.7381
H -6.2040 -0.2410 0.6045
H -4.3515 1.3524 0.4304
H 0.9425 1.1096 -1.1878
H 1.1966 1.8476 -3.4061
H -0.4297 1.2114 -5.2040
H -2.4005 -0.1717 -4.4821
H -3.1171 0.5379 -2.2595
H -2.2972 2.2335 2.5674
H -3.5073 4.3400 3.0412
H -4.0659 5.8728 1.1887
H -3.4373 5.3049 -1.1223
H -2.2610 3.1908 -1.6052

No. 2
56
Properties=species:S:1:pos:R:3 method="wB97M-V/def2-TZVPD" multiplicity=1 max_force_ev_per_a=0.77 charge=-1 gap_ev=6.90
C -1.7562 -2.1430 -1.9974
B -3.3252 -1.8249 -1.9138
O -3.6442 -0.6140 -1.2902
B -4.4732 -2.8929 -2.5659
C -5.9648 -2.1769 -2.8617
C -6.6685 -1.7752 -1.6485
O -6.9020 -2.3806 -0.6671
Br -7.4220 0.1321 -1.6821
H -1.4988 -2.6056 -1.0392
H -1.5536 -2.8950 -2.7570
H -1.1323 -1.2574 -2.1406
H -2.8965 -0.0092 -1.3615
H -4.6018 -3.8890 -1.8638
H -4.0368 -3.2141 -3.6737
H -5.8364 -1.3338 -3.5318
H -6.6071 -2.9210 -3.3372
C 1.9041 4.7653 -2.7645
C 2.6163 3.5864 -2.1072
C 2.5368 2.2960 -2.9211
C 1.1208 1.7614 -3.1425
C 0.3319 1.4874 -1.8639
C 0.9656 0.4228 -0.9740
H 0.8365 4.5762 -2.8811
H 2.0122 5.6697 -2.1638
H 2.3210 4.9687 -3.7533
H 2.2065 3.4239 -1.1069
H 3.6700 3.8425 -1.9661
H 3.1437 1.5303 -2.4304
H 3.0008 2.4653 -3.8985
H 1.1857 0.8355 -3.7218
H 0.5572 2.4633 -3.7635
H -0.6720 1.1598 -2.1447
H 0.2001 2.4119 -1.2943
H 1.0660 -0.5218 -1.5102
H 0.3452 0.2409 -0.0959
H 1.9552 0.7264 -0.6241
C 4.1577 -1.2220 4.6511
C 2.7323 -1.3551 5.1801
C 1.7648 -1.9773 4.1746
C 1.5787 -1.1797 2.8831
C 1.0962 0.2561 3.0791
C -0.2771 0.3517 3.7385
H 4.2043 -0.5676 3.7798
H 4.8181 -0.8020 5.4116
H 4.5572 -2.1965 4.3626
H 2.3664 -0.3741 5.4947
H 2.7446 -1.9773 6.0790
H 0.7952 -2.1213 4.6581
H 2.1206 -2.9792 3.9143
H 0.8626 -1.7092 2.2479
H 2.5184 -1.1639 2.3234
H 1.0491 0.7378 2.1000
H 1.8238 0.8273 3.6634
H -1.0281 -0.1779 3.1497
H -0.5950 1.3915 3.8245
H -0.2738 -0.0728 4.7439

No. 3
23
Properties=species:S:1:pos:R:3 method="wB97M-V/def2-TZVPD" smiles=Cc1ccccc1.CC multiplicity=1 max_force_ev_per_a=1.53 charge=0 de_lowest_ev=0.294 gap_ev=10.06
C -0.6724 2.1607 0.7263
C -1.1422 0.7373 0.9284
C -1.1046 0.1335 2.1866
C -1.4547 -1.2002 2.3281
C -1.8791 -1.9532 1.2477
C -1.9190 -1.3591 -0.0120
C -1.5349 -0.0307 -0.1600
H 0.2607 2.3237 1.2673
H -1.4260 2.8353 1.1498
H -0.5770 2.4040 -0.3289
H -0.8484 0.7454 3.0372
H -1.4993 -1.6197 3.3195
H -2.1378 -3.0009 1.2776
H -2.1356 -1.9123 -0.9220
H -1.5566 0.4729 -1.1170
C 2.0256 0.3185 -2.3512
C 2.8297 -0.4730 -1.3290
H 2.4428 1.3048 -2.5708
H 2.0171 -0.1890 -3.3131
H 1.0054 0.4513 -1.9891
H 3.8846 -0.4323 -1.6098
H 2.7163 -0.1649 -0.2911
H 2.7054 -1.5522 -1.4747

No. 4
48
Properties=species:S:1:pos:R:3 method="wB97M-V/def2-TZVPD" multiplicity=2 max_force_ev_per_a=3.28 charge=0 s_squared=0.755 gap_ev="9.47 / 9.58"
C 4.1278 -0.2449 1.7376
C 3.2161 0.4297 0.5063
C 4.3585 0.9473 -0.6002
C 2.2725 -0.7883 -0.0525
C 1.1356 -0.1798 -1.0614
F 1.5344 -0.6284 -2.4487
C -0.2733 -0.9541 -0.7341
C -0.9079 -0.6493 0.7462
O -2.0973 0.2336 0.5089
C 1.0437 1.4496 -1.1234
C 1.4864 2.2517 0.2231
C 2.2637 3.6415 -0.2889
C 0.1093 2.8166 0.9870
N 2.4419 1.5527 1.1468
O 1.9041 1.2196 2.3324
H 3.4029 -0.9416 2.3673
H 4.6242 0.5833 2.4056
H 4.9076 -0.9448 1.2030
H 3.8356 1.4063 -1.5658
H 4.9522 -0.0462 -0.8920
H 5.0679 1.7009 -0.0534
H 2.9879 -1.5014 -0.6870
H 1.8379 -1.4870 0.8062
H -1.0961 -0.8165 -1.5783
H -0.0175 -2.1205 -0.7493
H -0.1590 -0.1908 1.5220
H -1.3533 -1.6482 1.1898
H -2.4699 0.5555 1.3852
H -0.1023 1.7177 -1.3237
H 1.6200 1.8922 -2.0705
H 1.4411 4.2159 -0.9344
H 2.5168 4.3485 0.6097
H 3.1534 3.4269 -1.0173
H -0.4702 1.9805 1.5642
H 0.4696 3.6633 1.7391
H -0.5263 3.3468 0.1387
O -2.8119 -3.5679 0.9107
C -3.7833 -3.0681 0.3678
O -4.8234 -2.4867 1.0343
C -5.8291 -2.1095 0.0951
C -5.1163 -1.9969 -1.2271
C -4.0350 -3.0410 -1.1094
H -6.6048 -2.8823 0.0847
H -6.2790 -1.1596 0.3983
H -5.7763 -2.1453 -2.0859
H -4.6595 -1.0039 -1.3189
H -4.3841 -4.0263 -1.4306
H -3.1357 -2.7508 -1.6574

No. 5
22
Properties=species:S:1:pos:R:3 method="wB97M-V/def2-TZVPD" smiles=CC(C)NCCC[S-] multiplicity=1 max_force_ev_per_a=1.08 charge=-1 de_lowest_ev=0.101 gap_ev=5.61
C 2.4647 2.6818 0.0674
C 1.5179 1.5438 0.4067
C 0.4492 2.0613 1.3902
N 0.8836 1.1338 -0.8282
C -0.1066 0.0560 -0.7988
C 0.2270 -1.1901 0.0252
C -1.0063 -1.9207 0.5508
S -2.2257 -2.3897 -0.7234
H 1.8715 3.4641 -0.4173
H 3.1906 2.3585 -0.6787
H 3.0126 3.0715 0.9259
H 2.0805 0.7669 0.9320
H 0.8763 2.7044 2.1538
H -0.0984 1.2509 1.8789
H -0.2764 2.6290 0.8093
H 1.6018 0.9616 -1.5190
H -0.3252 -0.1987 -1.8318
H -1.0584 0.4560 -0.4463
H 0.8251 -0.8684 0.8875
H 0.8972 -1.8352 -0.5536
H -1.5064 -1.2575 1.2578
H -0.6355 -2.7946 1.0946

No. 6
72
Properties=species:S:1:pos:R:3 method="wB97M-V/def2-TZVPD" smiles="CN(C)c1ccc(C2(C3(Cc4ccc([N+](=O)[O-])cc4)C(=O)OC(C)(C)OC3=O)c3ccccc3-c3ccccc32)cc1" multiplicity=1 max_force_ev_per_a=3.28 charge=0 de_lowest_ev=0.034 gap_ev=6.63
C -1.1967 5.4446 1.4516
N -1.4921 5.0378 0.0909
C -1.6390 6.1314 -0.8430
C -1.5238 3.7189 -0.2938
C -1.9227 2.7223 0.6323
C -1.8894 1.3866 0.2555
C -1.2105 0.9587 -0.9048
C -0.8094 -0.5233 -1.0566
C 0.1853 -0.9295 -0.0022
C -0.0765 -0.3076 1.3800
C 0.9853 -0.2719 2.4356
C 1.8911 0.8199 2.4499
C 2.5373 1.1934 3.6147
C 2.3009 0.4532 4.7903
N 2.8135 0.9564 6.0163
O 2.5646 0.3305 7.0708
O 3.4790 2.0186 5.9962
C 1.4820 -0.6995 4.7716
C 0.8180 -1.0489 3.6068
C 0.1076 -2.4479 0.1294
O -0.7730 -2.9962 0.7611
O 1.0427 -3.1739 -0.5549
C 2.4068 -2.7409 -0.3940
C 2.8718 -2.8197 1.0444
C 3.2497 -3.6116 -1.3029
O 2.4926 -1.3531 -0.8465
C 1.5603 -0.4422 -0.4613
O 1.7979 0.7483 -0.5910
C -0.1552 -0.9170 -2.4072
C 0.8377 -0.2943 -3.1455
C 1.3048 -0.9170 -4.3167
C 0.7153 -2.0918 -4.7936
C -0.4135 -2.6137 -4.1553
C -0.8160 -2.0323 -2.9513
C -2.0069 -2.3141 -2.1546
C -3.0154 -3.2268 -2.4308
C -4.1281 -3.2578 -1.5866
C -4.2420 -2.3197 -0.5546
C -3.2434 -1.3588 -0.3261
C -2.0799 -1.4059 -1.0747
C -1.0084 1.9255 -1.8883
C -1.1802 3.2841 -1.6044
H -1.1375 4.5784 2.1152
H -0.2391 5.9898 1.4877
H -1.9757 6.1305 1.8133
H -2.4157 5.9230 -1.5902
H -1.9321 7.0230 -0.2749
H -0.7010 6.3597 -1.3692
H -2.2923 2.9926 1.6262
H -2.2886 0.6729 0.9795
H -0.1977 0.7681 1.2023
H -1.0067 -0.7371 1.7772
H 2.0433 1.4199 1.5476
H 3.1854 2.0655 3.6511
H 1.3423 -1.2665 5.6871
H 0.1188 -1.8907 3.5858
H 2.2742 -2.1804 1.7029
H 2.8201 -3.8555 1.4014
H 3.9176 -2.4874 1.0786
H 2.8493 -3.6134 -2.3190
H 4.2801 -3.2441 -1.3112
H 3.2474 -4.6375 -0.9219
H 1.2610 0.6624 -2.8458
H 2.1356 -0.4593 -4.8555
H 1.1131 -2.5862 -5.6842
H -0.9605 -3.4797 -4.5312
H -2.9043 -3.8895 -3.2907
H -4.9200 -3.9864 -1.7540
H -5.1272 -2.3009 0.0792
H -3.4015 -0.6051 0.4395
H -0.7158 1.6067 -2.8894
H -0.9946 4.0125 -2.3943

Copy entry 6 word for word.
72
Properties=species:S:1:pos:R:3 method="wB97M-V/def2-TZVPD" smiles="CN(C)c1ccc(C2(C3(Cc4ccc([N+](=O)[O-])cc4)C(=O)OC(C)(C)OC3=O)c3ccccc3-c3ccccc32)cc1" multiplicity=1 max_force_ev_per_a=3.28 charge=0 de_lowest_ev=0.034 gap_ev=6.63
C -1.1967 5.4446 1.4516
N -1.4921 5.0378 0.0909
C -1.6390 6.1314 -0.8430
C -1.5238 3.7189 -0.2938
C -1.9227 2.7223 0.6323
C -1.8894 1.3866 0.2555
C -1.2105 0.9587 -0.9048
C -0.8094 -0.5233 -1.0566
C 0.1853 -0.9295 -0.0022
C -0.0765 -0.3076 1.3800
C 0.9853 -0.2719 2.4356
C 1.8911 0.8199 2.4499
C 2.5373 1.1934 3.6147
C 2.3009 0.4532 4.7903
N 2.8135 0.9564 6.0163
O 2.5646 0.3305 7.0708
O 3.4790 2.0186 5.9962
C 1.4820 -0.6995 4.7716
C 0.8180 -1.0489 3.6068
C 0.1076 -2.4479 0.1294
O -0.7730 -2.9962 0.7611
O 1.0427 -3.1739 -0.5549
C 2.4068 -2.7409 -0.3940
C 2.8718 -2.8197 1.0444
C 3.2497 -3.6116 -1.3029
O 2.4926 -1.3531 -0.8465
C 1.5603 -0.4422 -0.4613
O 1.7979 0.7483 -0.5910
C -0.1552 -0.9170 -2.4072
C 0.8377 -0.2943 -3.1455
C 1.3048 -0.9170 -4.3167
C 0.7153 -2.0918 -4.7936
C -0.4135 -2.6137 -4.1553
C -0.8160 -2.0323 -2.9513
C -2.0069 -2.3141 -2.1546
C -3.0154 -3.2268 -2.4308
C -4.1281 -3.2578 -1.5866
C -4.2420 -2.3197 -0.5546
C -3.2434 -1.3588 -0.3261
C -2.0799 -1.4059 -1.0747
C -1.0084 1.9255 -1.8883
C -1.1802 3.2841 -1.6044
H -1.1375 4.5784 2.1152
H -0.2391 5.9898 1.4877
H -1.9757 6.1305 1.8133
H -2.4157 5.9230 -1.5902
H -1.9321 7.0230 -0.2749
H -0.7010 6.3597 -1.3692
H -2.2923 2.9926 1.6262
H -2.2886 0.6729 0.9795
H -0.1977 0.7681 1.2023
H -1.0067 -0.7371 1.7772
H 2.0433 1.4199 1.5476
H 3.1854 2.0655 3.6511
H 1.3423 -1.2665 5.6871
H 0.1188 -1.8907 3.5858
H 2.2742 -2.1804 1.7029
H 2.8201 -3.8555 1.4014
H 3.9176 -2.4874 1.0786
H 2.8493 -3.6134 -2.3190
H 4.2801 -3.2441 -1.3112
H 3.2474 -4.6375 -0.9219
H 1.2610 0.6624 -2.8458
H 2.1356 -0.4593 -4.8555
H 1.1131 -2.5862 -5.6842
H -0.9605 -3.4797 -4.5312
H -2.9043 -3.8895 -3.2907
H -4.9200 -3.9864 -1.7540
H -5.1272 -2.3009 0.0792
H -3.4015 -0.6051 0.4395
H -0.7158 1.6067 -2.8894
H -0.9946 4.0125 -2.3943

Copy entry 6 word for word.
72
Properties=species:S:1:pos:R:3 method="wB97M-V/def2-TZVPD" smiles="CN(C)c1ccc(C2(C3(Cc4ccc([N+](=O)[O-])cc4)C(=O)OC(C)(C)OC3=O)c3ccccc3-c3ccccc32)cc1" multiplicity=1 max_force_ev_per_a=3.28 charge=0 de_lowest_ev=0.034 gap_ev=6.63
C -1.1967 5.4446 1.4516
N -1.4921 5.0378 0.0909
C -1.6390 6.1314 -0.8430
C -1.5238 3.7189 -0.2938
C -1.9227 2.7223 0.6323
C -1.8894 1.3866 0.2555
C -1.2105 0.9587 -0.9048
C -0.8094 -0.5233 -1.0566
C 0.1853 -0.9295 -0.0022
C -0.0765 -0.3076 1.3800
C 0.9853 -0.2719 2.4356
C 1.8911 0.8199 2.4499
C 2.5373 1.1934 3.6147
C 2.3009 0.4532 4.7903
N 2.8135 0.9564 6.0163
O 2.5646 0.3305 7.0708
O 3.4790 2.0186 5.9962
C 1.4820 -0.6995 4.7716
C 0.8180 -1.0489 3.6068
C 0.1076 -2.4479 0.1294
O -0.7730 -2.9962 0.7611
O 1.0427 -3.1739 -0.5549
C 2.4068 -2.7409 -0.3940
C 2.8718 -2.8197 1.0444
C 3.2497 -3.6116 -1.3029
O 2.4926 -1.3531 -0.8465
C 1.5603 -0.4422 -0.4613
O 1.7979 0.7483 -0.5910
C -0.1552 -0.9170 -2.4072
C 0.8377 -0.2943 -3.1455
C 1.3048 -0.9170 -4.3167
C 0.7153 -2.0918 -4.7936
C -0.4135 -2.6137 -4.1553
C -0.8160 -2.0323 -2.9513
C -2.0069 -2.3141 -2.1546
C -3.0154 -3.2268 -2.4308
C -4.1281 -3.2578 -1.5866
C -4.2420 -2.3197 -0.5546
C -3.2434 -1.3588 -0.3261
C -2.0799 -1.4059 -1.0747
C -1.0084 1.9255 -1.8883
C -1.1802 3.2841 -1.6044
H -1.1375 4.5784 2.1152
H -0.2391 5.9898 1.4877
H -1.9757 6.1305 1.8133
H -2.4157 5.9230 -1.5902
H -1.9321 7.0230 -0.2749
H -0.7010 6.3597 -1.3692
H -2.2923 2.9926 1.6262
H -2.2886 0.6729 0.9795
H -0.1977 0.7681 1.2023
H -1.0067 -0.7371 1.7772
H 2.0433 1.4199 1.5476
H 3.1854 2.0655 3.6511
H 1.3423 -1.2665 5.6871
H 0.1188 -1.8907 3.5858
H 2.2742 -2.1804 1.7029
H 2.8201 -3.8555 1.4014
H 3.9176 -2.4874 1.0786
H 2.8493 -3.6134 -2.3190
H 4.2801 -3.2441 -1.3112
H 3.2474 -4.6375 -0.9219
H 1.2610 0.6624 -2.8458
H 2.1356 -0.4593 -4.8555
H 1.1131 -2.5862 -5.6842
H -0.9605 -3.4797 -4.5312
H -2.9043 -3.8895 -3.2907
H -4.9200 -3.9864 -1.7540
H -5.1272 -2.3009 0.0792
H -3.4015 -0.6051 0.4395
H -0.7158 1.6067 -2.8894
H -0.9946 4.0125 -2.3943

Copy entry 1 word for word.
71
Properties=species:S:1:pos:R:3 method="wB97M-V/def2-TZVPD" multiplicity=3 max_force_ev_per_a=1.43 charge=+1 s_squared=2.044 de_lowest_ev=0.472 gap_ev="5.53 / 6.81"
Au 0.5223 -1.1148 0.5550
C -0.6873 -0.7728 4.7141
C 0.5022 -0.7162 5.4526
C 1.6880 -0.7459 4.7753
C 1.7219 -0.8447 3.3591
N 0.5445 -0.9454 2.6727
C -0.6095 -0.8891 3.3511
N 2.9443 -0.8302 2.8425
C 3.3449 -0.8636 1.6040
N 2.5882 -0.9093 0.4682
C 3.4138 -1.0370 -0.6061
N 3.0430 -1.0317 -1.8879
C 1.8900 -0.9775 -2.3940
C 1.5658 -0.3808 -3.7182
C 0.3343 -0.8595 -4.5099
C -0.8128 -1.4494 -3.6123
C -0.2947 -1.7828 -2.2804
N 0.5928 -0.8907 -1.6506
C 4.7788 -1.0095 -0.1760
C 5.9840 -1.0242 -0.8662
C 7.1440 -0.8832 -0.1245
C 7.1092 -0.7500 1.2637
C 5.9111 -0.7476 1.9620
C 4.7429 -0.8740 1.2287
H -1.6494 -0.7339 5.1959
H 0.4758 -0.6537 6.5292
H 2.6394 -0.6929 5.2806
H -1.5121 -0.9412 2.7591
H 2.4493 -0.2171 -4.3310
H 0.4839 -1.3682 -5.4540
H -1.3369 -2.2961 -4.0511
H -0.1244 -2.8213 -2.0362
H 5.9998 -1.1382 -1.9384
H 8.0948 -0.8680 -0.6347
H 8.0389 -0.6382 1.8020
H 5.8733 -0.6314 3.0332
O -0.9498 -3.2648 0.4372
C -1.2350 -2.0977 0.4966
C -2.5690 -1.5311 0.4928
C -3.6381 -2.4327 0.6225
C -4.9379 -1.9710 0.6524
C -5.1887 -0.6080 0.5741
C -4.1419 0.2936 0.4709
C -2.8257 -0.1521 0.4236
P -1.3902 0.9723 0.2600
C -1.1413 0.7688 -1.5383
C 0.2947 0.5575 -1.8818
C 0.7256 0.8726 -3.3219
C -0.3303 0.5185 -4.3761
C -1.5942 -0.0921 -3.7559
C -2.0574 0.4613 -2.4567
C -2.2291 2.5792 0.4518
C -2.5611 2.9128 1.7652
C -3.2334 4.0888 2.0275
C -3.5523 4.9473 0.9852
C -3.1950 4.6289 -0.3162
C -2.5328 3.4454 -0.5902
H -3.4244 -3.4876 0.6963
H -5.7562 -2.6688 0.7381
H -6.2040 -0.2410 0.6045
H -4.3515 1.3524 0.4304
H 0.9425 1.1096 -1.1878
H 1.1966 1.8476 -3.4061
H -0.4297 1.2114 -5.2040
H -2.4005 -0.1717 -4.4821
H -3.1171 0.5379 -2.2595
H -2.2972 2.2335 2.5674
H -3.5073 4.3400 3.0412
H -4.0659 5.8728 1.1887
H -3.4373 5.3049 -1.1223
H -2.2610 3.1908 -1.6052